No. 1
Density functional theory data (the ωB97M-V functional and the def2-TZVPD basis) for one molecule with the formula C4H8O2.

XYZ file:
```
14
Properties=species:S:1:pos:R:3
H -0.673 -0.199 -1.999
H -1.914 0.298 0.501
H 2.015 1.143 -0.608
H -1.897 -1.472 0.391
H 0.828 -0.377 1.834
H 0.177 -1.121 -0.755
H 1.222 1.945 0.769
O -0.058 0.946 -0.396
C 1.590 -0.123 1.064
O 2.632 -0.728 0.991
C -1.866 -0.545 -0.189
C 1.229 1.034 0.150
C -0.540 -0.301 -0.914
H -2.744 -0.499 -0.839
```

For the gap between HOMO and LUMO, the calculation gives 10.751 eV. As for the SMILES: CCOCC=O. As for the total energy: -307.640191 Eh. The total charge is 0. The value obtained for the energy above the lowest of the compared OMol25 structures with the same formula, charge and spin is 45.3 kcal per mole. The LUMO energy is 0.0341 hartree. As for the spin multiplicity: 1. The HOMO energy is -9.82 eV.


No. 2
Density functional theory data (the ωB97M-V functional and the def2-TZVPD basis) for one molecule with the formula C4H6OS2 in a non-equilibrium geometry.

XYZ file:
```
13
Properties=species:S:1:pos:R:3
C -0.031 -0.466 0.740
S 2.513 -0.130 -0.427
C -1.158 0.555 0.592
H -0.261 1.262 -1.247
H -1.643 1.078 1.475
C 0.073 1.440 -0.190
O -0.162 -1.612 0.352
S -2.448 -0.075 -0.426
C 1.092 0.607 0.566
H 1.680 1.173 1.320
H 0.149 2.579 -0.005
H 2.115 -1.429 -0.036
H -1.647 -1.295 -0.931
```

For the gap between HOMO and LUMO, the calculation gives 9.141 eV. As for the SMILES: O=C1[C@H](S)C[C@@H]1S. As for the total energy: -1027.533034 Eh. The total charge is 0. The value obtained for the energy above the lowest of the compared OMol25 structures with the same formula, charge and spin is 61.8 kcal per mole. The LUMO energy is 0.0041 hartree. As for the spin multiplicity: 1. The HOMO energy is -9.03 eV.